This record from the Open Molecules 2025 dataset describes C34H41GeN4O2SSeSiTa as an isolated structure. The level of theory is ωB97M-V/def2-TZVPD.

Its energy above the lowest of the compared OMol25 structures with the same formula, charge and spin is 0.0 kJ/mol. The LUMO energy is -7.5 eV. Its charge is +2. Its orbital gap is 5.5 eV.

Each line ends with the Mulliken charge.
Cartesian coordinates (Å):
Ta: -0.612 -0.470 -0.098  1.08
C: -3.831 -1.875 -5.137  -1.03
C: -2.354 -2.059 -4.833  -0.43
N: -2.116 -2.493 -3.448  -0.15
C: -2.081 -1.661 -2.423  0.62
S: -1.802 -2.400 -0.806  -0.45
N: -2.241 -0.369 -2.610  -1.11
N: -2.068 0.330 -1.446  0.28
C: -2.644 1.465 -1.254  0.92
C: -3.495 2.141 -2.261  -1.61
C: -2.467 1.969 0.118  0.52
C: -3.115 3.080 0.596  -0.68
C: -3.049 3.366 1.960  -0.97
C: -2.351 2.515 2.788  -0.44
C: -1.677 1.439 2.234  -0.03
N: -1.716 1.166 0.924  -0.19
H: -3.955 -1.560 -6.173  0.35
H: -4.269 -1.113 -4.494  0.29
H: -4.380 -2.806 -5.000  0.31
H: -1.802 -1.131 -4.980  0.24
H: -1.910 -2.819 -5.474  0.43
H: -2.080 -3.481 -3.252  0.23
H: -3.342 1.698 -3.241  0.39
H: -3.273 3.207 -2.297  0.48
H: -4.548 2.028 -1.987  0.37
H: -3.692 3.701 -0.073  0.44
H: -3.557 4.233 2.361  0.50
H: -2.289 2.680 3.852  0.59
H: -1.106 0.781 2.874  0.49
C: 3.593 1.475 -0.234  -0.52
Si: 3.346 -0.143 -1.096  0.33
C: 3.573 -1.644 -0.035  -0.76
C: 4.174 -0.270 -2.742  -1.03
Se: 1.020 -0.122 -1.802  -0.20
H: 4.642 1.564 0.059  0.42
H: 2.980 1.548 0.664  -0.21
H: 3.360 2.313 -0.892  0.38
H: 4.625 -1.700 0.264  0.40
H: 3.335 -2.559 -0.580  0.37
H: 2.981 -1.606 0.877  0.05
H: 5.257 -0.280 -2.590  0.37
H: 3.935 0.577 -3.384  0.34
H: 3.903 -1.191 -3.260  0.33
O: 0.863 0.153 1.352  -0.15
C: 0.624 -0.857 2.080  1.26
O: -0.363 -1.587 1.639  -0.83
C: 1.382 -1.220 3.291  -0.92
C: 2.296 -0.129 3.849  -1.25
Ge: 1.458 1.218 5.056  1.78
C: -0.040 0.299 5.911  0.31
C: -1.299 0.880 6.064  0.05
C: -2.331 0.205 6.704  -0.77
C: -2.117 -1.068 7.211  -0.66
C: -0.867 -1.658 7.086  -0.80
C: 0.159 -0.979 6.443  -0.52
C: 0.841 2.807 4.087  -0.42
C: 0.210 3.822 4.814  -0.45
C: -0.213 4.991 4.195  -0.84
C: 0.009 5.178 2.835  -0.62
C: 0.665 4.197 2.105  -0.40
C: 1.072 3.024 2.729  0.72
C: 2.766 1.798 6.358  0.11
C: 2.789 1.269 7.646  -0.32
C: 3.749 1.684 8.559  -0.71
C: 4.692 2.633 8.191  -0.50
C: 4.675 3.172 6.912  -0.67
C: 3.714 2.758 6.001  -0.54
H: 1.942 -2.122 3.005  0.73
H: 0.644 -1.580 4.014  0.34
H: 2.844 0.368 3.045  0.37
H: 3.053 -0.614 4.467  0.58
H: -1.473 1.889 5.710  0.16
H: -3.297 0.679 6.824  0.45
H: -2.916 -1.593 7.717  0.42
H: -0.688 -2.642 7.500  0.44
H: 1.135 -1.452 6.379  0.47
H: 0.070 3.716 5.884  0.52
H: -0.687 5.769 4.779  0.46
H: -0.296 6.101 2.359  0.47
H: 0.882 4.357 1.055  0.50
H: 1.597 2.277 2.149  -0.45
H: 2.050 0.537 7.952  0.33
H: 3.757 1.272 9.560  0.42
H: 5.438 2.958 8.904  0.40
H: 5.405 3.918 6.628  0.42
H: 3.700 3.199 5.009  0.36